No. 1
Here is C7H16O2 as an isolated structure from the OMol25 dataset. Energies are from ωB97M-V/def2-TZVPD.

Geometry as XYZ:
```
25
C7H16O2 (ωB97M-V/def2-TZVPD)
C 0.37 0.16 0.27
C 1.00 -1.50 -0.61
C -0.60 0.41 -0.76
C 1.61 1.04 0.26
C -0.11 -0.21 1.65
C -1.09 2.17 -0.22
C -1.90 -0.36 -0.83
O 0.10 -2.52 -0.28
O 2.28 -1.83 -0.14
H 2.23 -1.89 0.83
H 0.44 -3.37 -0.59
H 1.12 -1.39 -1.69
H -0.16 0.58 -1.74
H 1.47 1.91 0.91
H 1.87 1.36 -0.74
H 2.45 0.49 0.68
H -0.22 -1.29 1.75
H 0.58 0.11 2.43
H -1.09 0.20 1.88
H -2.18 2.22 -0.26
H -0.82 2.54 0.77
H -0.64 2.79 -0.99
H -1.74 -1.34 -1.27
H -2.36 -0.47 0.15
H -2.60 0.17 -1.47
```

HOMO-LUMO gap	8.834	eV
spin multiplicity	1
charge	0
relative energy (zero: lowest compared OMol25 entry of this formula, charge and spin)	312.7	kJ/mol

=====

No. 2
Here is C7H11Cl16FNbS as an isolated structure from the OMol25 dataset. Energies are from ωB97M-V/def2-TZVPD.

Geometry as XYZ:
```
37
C7H11Cl16FNbS (ωB97M-V/def2-TZVPD)
C -0.14 -0.75 -2.87
C -1.24 -1.50 -2.14
S -1.73 -0.90 -0.50
C -0.21 -1.15 0.43
Nb 0.62 0.93 0.49
F -0.64 1.90 1.43
H -0.34 0.33 -2.94
H -0.05 -1.15 -3.89
H 0.83 -0.84 -2.37
H -0.97 -2.57 -2.01
H -2.18 -1.47 -2.71
H 0.39 -1.98 0.03
H -0.47 -1.43 1.47
H 0.39 1.99 -0.98
H 2.11 1.93 0.41
H 1.75 0.59 1.91
H 1.79 0.08 -0.60
C -2.81 -5.21 0.27
Cl -2.20 -5.39 -1.38
Cl -1.79 -4.11 1.16
Cl -4.47 -4.60 0.22
Cl -2.81 -6.81 1.06
C 3.25 1.07 -4.29
Cl 4.78 1.83 -4.81
Cl 3.62 -0.46 -3.51
Cl 2.41 2.13 -3.19
Cl 2.26 0.77 -5.74
C 2.50 4.12 2.75
Cl 3.20 5.20 4.00
Cl 3.17 2.50 2.94
Cl 0.75 4.06 2.94
Cl 2.91 4.75 1.16
C -2.93 1.22 4.25
Cl -3.95 2.66 4.12
Cl -3.05 0.27 2.78
Cl -1.25 1.70 4.49
Cl -3.48 0.26 5.65
```

HOMO-LUMO gap	6.772	eV
spin multiplicity	1
charge	-1

=====

No. 3
Here is one molecule with the formula C5H12IP from the OMol25 dataset. Energies are from ωB97M-V/def2-TZVPD.

Geometry as XYZ:
```
19
C5H12IP (ωB97M-V/def2-TZVPD)
C 0.25 0.91 -2.23
P 0.76 1.21 -0.47
I -1.22 3.48 -0.06
C 0.06 -0.19 0.55
C 1.07 -1.34 0.28
C 0.09 0.27 2.05
C -1.31 -0.73 0.09
H 0.35 1.86 -2.74
H -0.76 0.47 -2.29
H 1.10 0.30 -2.61
H 2.09 -1.05 0.51
H 0.79 -2.19 0.88
H 1.13 -1.53 -0.74
H -0.22 -0.43 2.76
H -0.56 1.29 2.16
H 1.18 0.50 2.24
H -1.81 0.03 -0.53
H -1.07 -1.62 -0.69
H -1.93 -1.23 0.81
```

HOMO-LUMO gap	7.568	eV
spin multiplicity	1
structure (SMILES)	CP(I)C(C)(C)C
charge	0
relative energy (zero: lowest compared OMol25 entry of this formula, charge and spin)	57.3	kJ/mol

=====

No. 4
Here is C2H6N4O as an isolated structure from the OMol25 dataset. Energies are from ωB97M-V/def2-TZVPD.

Geometry as XYZ:
```
13
C2H6N4O (ωB97M-V/def2-TZVPD)
C 1.30 0.22 -0.06
C -1.02 -0.10 0.28
H 3.21 0.04 -0.03
H 2.56 -1.31 0.42
H 0.32 1.85 -0.10
H 0.28 -1.31 -0.82
H -1.19 0.67 1.01
H -4.08 -0.17 -0.31
N 2.36 -0.56 -0.29
N 1.29 1.50 -0.08
N 0.25 -0.76 0.40
N -2.07 -0.37 -0.40
O -3.22 0.31 -0.02
```

HOMO-LUMO gap	10.448	eV
spin multiplicity	1
charge	0
relative energy (zero: lowest compared OMol25 entry of this formula, charge and spin)	494.5	kJ/mol

=====

No. 5
Here is one molecule with the formula C5H5NO2 from the OMol25 dataset. Energies are from ωB97M-V/def2-TZVPD.

Geometry as XYZ:
```
13
C5H5NO2 (ωB97M-V/def2-TZVPD)
O -1.09 -0.28 -3.25
C -0.10 -0.27 -2.64
N 1.01 -0.35 -2.24
O 1.52 0.22 -1.09
C 0.63 0.09 -0.10
C -0.51 -0.55 -0.02
C -0.73 -0.10 1.45
C 0.70 0.65 1.32
H -1.23 -1.09 -0.70
H -1.64 0.59 1.62
H -0.86 -0.90 2.27
H 1.56 0.25 1.85
H 0.72 1.72 1.54
```

HOMO-LUMO gap	9.876	eV
spin multiplicity	1
structure (SMILES)	O=C=NOC1=CCC1
charge	0
relative energy (zero: lowest compared OMol25 entry of this formula, charge and spin)	448.8	kJ/mol

=====

No. 6
Here is a 14-piece molecular cluster, C4H37NO14S2 overall from the OMol25 dataset. Energies are from ωB97M-V/def2-TZVPD.

Geometry as XYZ:
```
58
C4H37NO14S2 (ωB97M-V/def2-TZVPD)
S -3.84 0.69 -2.58
S -2.52 -0.78 -2.33
C -1.34 -0.25 -1.06
C -0.41 0.89 -1.40
C 0.70 0.49 -2.39
O 1.46 -0.64 -1.98
N 0.17 1.55 -0.19
C 0.95 0.75 0.71
H -3.28 1.78 -3.21
H -0.73 -1.12 -0.82
H -1.86 -0.07 -0.12
H -0.92 1.76 -1.85
H 0.19 0.38 -3.36
H 1.49 1.24 -2.37
H 0.84 -1.36 -1.85
H 0.55 2.43 -0.51
H 2.04 0.63 0.66
H 0.59 -0.20 1.10
H 0.80 1.29 1.67
H 3.97 -0.18 1.58
H 4.88 1.14 1.64
O 4.20 0.68 1.15
H 3.63 -0.96 3.12
H 2.83 -2.05 2.23
O 3.69 -1.64 2.45
H 3.04 1.92 -0.90
H 4.46 2.17 -1.44
O 3.54 2.37 -1.59
H -0.01 -4.54 -1.73
H -0.85 -3.83 -2.72
O -0.59 -3.77 -1.79
H -1.14 2.26 0.57
H -1.34 3.58 1.57
O -1.77 2.89 1.06
H -3.64 1.70 2.21
H -4.60 2.15 1.19
O -4.57 1.99 2.13
H -1.60 -2.87 -0.23
H -2.10 -3.48 1.00
O -1.63 -2.69 0.72
H -2.96 3.06 -0.08
H -3.73 4.18 -0.63
O -3.67 3.23 -0.75
H -0.36 -2.74 2.75
H -0.86 -2.99 4.09
O -0.09 -3.23 3.55
H 1.38 -1.85 0.75
H 1.15 -3.12 0.90
O 1.33 -2.41 1.56
H -1.71 0.97 1.92
H -2.33 -0.46 1.85
O -2.35 0.38 2.31
H 3.17 -3.84 1.12
H 3.47 -4.30 -0.30
O 2.97 -4.54 0.49
H -0.71 4.29 -3.59
H 0.44 3.65 -2.94
O -0.40 3.42 -3.36
```

HOMO-LUMO gap	8.577	eV
spin multiplicity	1
charge	0
relative energy (zero: lowest compared OMol25 entry of this formula, charge and spin)	0.0	kJ/mol

=====

Values of HOMO energy, in order: -8.1; -4.8; -8.8; -9.7; -9.3; -8.8, all in eV.